Formula: C2H3BrO3S
Source: OMol25
Level of theory: the ωB97M-V functional and the def2-TZVPD basis

Molecular weight = 187.01 g/mol

```
10
C2H3BrO3S (the ωB97M-V functional and the def2-TZVPD basis)
C -0.865 -0.601 0.384
C 0.219 -0.473 -0.591
O -0.187 2.120 -0.904
O 1.652 1.581 0.620
O -0.612 0.593 1.085
S 0.435 1.215 -0.004
Br 1.857 -1.601 0.093
H -2.019 -0.615 0.019
H -0.756 -1.543 1.027
H 0.275 -0.676 -1.729
```

Formula: C2H15N2O4
Source: OMol25
Level of theory: the ωB97M-V functional and the def2-TZVPD basis

Charge = +1
Molecular weight = 131.15 g/mol

```
23
C2H15N2O4 (the ωB97M-V functional and the def2-TZVPD basis)
C 0.047 1.428 -2.210
N -0.407 0.853 -0.927
C 0.371 -0.117 -0.316
N 0.226 -0.259 0.975
H 0.017 2.522 -2.321
H -0.562 1.053 -3.004
H 1.119 1.307 -2.421
H -0.725 1.602 -0.279
H 0.913 -0.986 -1.008
H -0.123 0.528 1.520
H 0.652 -1.066 1.407
H -1.058 3.457 1.416
H -1.795 2.071 1.673
O -1.000 2.499 1.370
H -1.089 -2.781 2.872
H -0.539 -3.644 1.647
O -0.796 -2.778 1.957
H 3.271 0.696 -0.212
H 2.688 1.141 -1.532
O 2.415 0.982 -0.609
H -0.910 -2.981 -1.326
H -1.455 -2.289 -0.019
O -0.780 -2.278 -0.693
```

Formula: C13H3BCl7F4O2Rh
Source: OMol25
Level of theory: the ωB97M-V functional and the def2-TZVPD basis

Molecular weight = 629.05 g/mol

```
31
C13H3BCl7F4O2Rh (the ωB97M-V functional and the def2-TZVPD basis)
Rh 0.717 0.196 0.308
Cl 2.048 -0.280 2.243
C 2.676 -1.427 1.048
C 1.969 -1.293 -0.114
C 2.229 -2.189 -1.132
Cl 1.305 -2.139 -2.578
C 3.239 -3.144 -0.960
Cl 3.592 -4.246 -2.225
C 3.964 -3.217 0.238
Cl 5.202 -4.387 0.436
C 3.671 -2.347 1.289
Cl 4.476 -2.406 2.799
Cl -6.264 1.874 -0.039
C -4.556 1.788 0.249
C -3.845 2.988 0.477
C -2.505 2.968 0.715
Cl -1.649 4.433 1.007
C -1.750 1.746 0.712
O -0.502 1.774 0.933
C -2.506 0.546 0.495
C -1.936 -0.732 0.606
O -0.728 -1.077 0.714
C -3.912 0.598 0.273
H -4.372 3.932 0.465
H -2.630 -1.577 0.630
H -4.457 -0.324 0.118
F 0.160 0.702 -1.547
B 1.358 1.667 -1.828
F 2.099 1.129 -2.806
F 0.853 2.892 -2.000
F 2.055 1.552 -0.527
```

Formula: C38H45N3O2
Source: OMol25
Level of theory: the ωB97M-V functional and the def2-TZVPD basis

Molecular weight = 575.80 g/mol
SMILES = C/C(CCN1CCc2nc(-c3ccccc3)c(-c3ccccc3)cc2C1)=N\OC[C@@H](C)[C@H](OCc1ccccc1)C(C)C

```
88
C38H45N3O2 (the ωB97M-V functional and the def2-TZVPD basis)
C 1.279 0.977 -3.804
C 2.388 0.891 -2.800
N 2.967 -0.184 -2.462
O 2.536 -1.358 -3.081
C 3.184 -2.485 -2.527
H 3.268 -3.200 -3.352
H 4.188 -2.201 -2.198
C 2.390 -3.126 -1.376
C 3.034 -4.459 -1.001
H 2.975 -5.151 -1.839
H 4.080 -4.324 -0.739
H 2.526 -4.894 -0.147
H 1.388 -3.325 -1.763
C 2.260 -2.165 -0.162
H 2.573 -1.161 -0.482
C 0.819 -2.037 0.378
C -0.121 -1.399 -0.640
H -1.087 -1.208 -0.178
H 0.279 -0.451 -0.993
H -0.278 -2.042 -1.502
C 0.267 -3.370 0.875
H 0.961 -3.812 1.584
H 0.116 -4.062 0.050
H -0.690 -3.215 1.369
H 0.888 -1.360 1.238
O 3.081 -2.576 0.925
C 4.335 -1.942 1.003
C 4.271 -0.534 1.546
C 5.080 0.470 1.033
C 5.052 1.741 1.582
C 4.207 2.022 2.643
C 3.383 1.029 3.148
C 3.419 -0.242 2.604
H 2.788 -1.026 2.995
H 2.723 1.243 3.976
H 4.190 3.012 3.076
H 5.690 2.515 1.181
H 5.739 0.256 0.203
H 4.845 -1.942 0.031
H 4.921 -2.561 1.696
C 2.833 2.124 -2.067
H 2.560 3.021 -2.620
H 3.918 2.098 -1.969
C 2.207 2.190 -0.654
N 1.408 3.389 -0.470
C 1.213 3.714 0.932
H 0.649 4.650 0.972
C 0.462 2.621 1.703
C -0.700 2.092 0.913
N -1.537 1.292 1.553
C -2.584 0.774 0.925
C -2.836 1.024 -0.435
C -1.950 1.863 -1.100
C -0.866 2.415 -0.435
C 0.116 3.322 -1.130
H 0.257 2.997 -2.162
H -0.294 4.339 -1.160
H -2.097 2.067 -2.153
C -3.949 0.403 -1.169
C -4.158 -0.974 -1.126
C -5.201 -1.544 -1.831
C -6.049 -0.751 -2.586
C -5.844 0.617 -2.641
C -4.798 1.190 -1.942
H -4.645 2.259 -1.977
H -6.502 1.240 -3.230
H -6.867 -1.199 -3.132
H -5.352 -2.613 -1.791
H -3.497 -1.597 -0.543
C -3.454 -0.082 1.750
C -4.841 0.029 1.708
C -5.627 -0.791 2.497
C -5.040 -1.728 3.331
C -3.660 -1.831 3.391
C -2.871 -1.007 2.611
H -1.794 -1.070 2.653
H -3.199 -2.554 4.048
H -5.658 -2.372 3.940
H -6.702 -0.697 2.461
H -5.303 0.767 1.070
H 1.136 1.788 1.923
H 0.099 3.001 2.659
H 2.191 3.886 1.386
H 1.626 1.272 -0.475
H 3.005 2.214 0.088
H 1.423 0.215 -4.568
H 1.240 1.959 -4.268
H 0.324 0.773 -3.316
```

Formula: C3H9N5
Source: OMol25
Level of theory: the ωB97M-V functional and the def2-TZVPD basis

Molecular weight = 115.14 g/mol
SMILES = CC(=N/N)/N=C/NN

```
17
C3H9N5 (the ωB97M-V functional and the def2-TZVPD basis)
C 1.801 1.360 -0.609
C 0.400 0.939 -1.019
C -0.085 -0.391 0.812
H 2.291 1.839 -1.467
H 1.573 2.201 0.061
H 2.382 0.774 0.140
H -1.366 0.383 -3.419
H -1.429 -0.128 -1.832
H 0.914 -0.715 1.032
H -1.877 -0.744 1.529
H -1.201 -2.750 1.989
H -0.546 -1.907 3.436
N 0.128 1.152 -2.252
N -1.148 0.649 -2.476
N -0.442 0.212 -0.177
N -0.890 -0.781 1.846
N -0.506 -2.094 2.406
```

Formula: C3H8N2O
Source: OMol25
Level of theory: the ωB97M-V functional and the def2-TZVPD basis

Molecular weight = 88.11 g/mol
SMILES = NC[C@H](N)C=O

```
14
C3H8N2O (the ωB97M-V functional and the def2-TZVPD basis)
C -0.417 0.241 -0.493
C -0.045 0.611 1.006
N -0.538 -1.200 -0.624
N 0.063 -0.513 1.890
C 0.658 0.828 -1.369
O 1.482 0.176 -1.954
H -1.377 0.706 -0.733
H 0.390 -1.594 -0.759
H -1.077 -1.434 -1.451
H -0.761 -1.100 1.804
H 0.866 -1.085 1.656
H 0.670 1.935 -1.392
H -0.819 1.275 1.397
H 0.904 1.153 1.023
```

Respective E_HOMO values: -10.9 -13.7 -8.7 -8.2 -7.8 -9.3 eV.
Respective LUMO values: -0.5 -2.6 -1.7 0.8 0.8 0.9 eV.